The following is a quantum chemistry calculation of C6H9N3 in the gas phase at a distorted geometry, from the Open Molecules 2025 dataset.

As for the HOMO-LUMO gap: 7.632 eV. The charge is 0. For the calculated total energy, the calculation gives -398.044273 Eh.

Geometry (Å):
C  -2.07673  -0.55786  -0.42994
N  -0.84552  -0.58588  0.34575
C  0.50819  -1.34845  -0.17691
C  0.51338  -0.02000  -0.60556
C  1.34159  1.21696  -0.48344
N  -0.92199  0.09170  1.58746
C  0.61998  0.93905  -1.63973
C  2.06596  1.88467  0.40925
N  0.92647  -2.50069  -0.15224
H  -0.47734  -0.47350  2.30277
H  -0.43180  0.98307  1.51660
H  0.39488  -3.19999  0.35505
H  0.75411  0.89625  -2.70399
H  -1.95364  -1.18777  -1.31052
H  -2.89331  -0.92767  0.18763
H  -2.29388  0.46603  -0.75046
H  2.28881  1.47221  1.38204
H  2.48085  2.85186  0.16622